Record 1
Computed, not measured: a cluster of 19 separate species, C32H47BCl54N2O3S2 in total, with the ωB97M-V functional and the def2-TZVPD basis.

Last column: Löwdin charge in e.
Cartesian coordinates (Å):
C1 0.75940 -1.11207 -3.28221  -0.082
O1 0.32602 -0.13884 -2.33871  -0.240
C2 0.84190 -0.38281 -1.03544  -0.259
C3 0.01453 0.31727 0.00438  -0.204
C4 0.48019 -0.09465 1.41331  -0.173
C5 0.58360 1.05437 2.43883  -0.193
C6 1.98155 1.55743 2.85833  -0.209
C7 3.08728 1.60262 1.82198  -0.626
S1 2.59695 2.55381 0.32801  0.920
N1 4.14767 2.46876 2.50304  0.089
C8 5.43419 1.93344 2.38030  -0.394
O2 6.43427 2.40272 2.94477  0.077
C9 5.38266 0.74760 1.43333  -0.237
C10 6.41142 -0.34263 1.72567  -0.130
C11 6.29068 -1.59248 0.82713  -0.288
C12 7.34120 -1.70494 -0.25645  -0.541
S2 8.99441 -1.82414 0.48220  0.695
B1 5.84505 1.35314 0.01456  -0.575
N2 5.33891 0.86716 -1.28343  0.161
O3 6.81007 2.33705 -0.00044  0.170
C13 3.91171 0.32969 1.56146  -0.267
C14 3.75288 -0.73417 2.66234  -0.030
H1 0.92743 -0.60346 -4.22518  0.087
H2 -0.02428 -1.85440 -3.41511  0.072
H3 1.67871 -1.58857 -2.96002  0.088
H4 1.89713 -0.10395 -1.01425  0.103
H5 0.79231 -1.45619 -0.82892  0.111
H6 0.07128 1.39481 -0.10496  0.070
H7 -1.02446 0.04087 -0.14677  0.082
H8 1.37371 -0.70770 1.36653  0.089
H9 -0.30665 -0.74665 1.78451  0.108
H10 -0.06117 1.86673 2.12165  0.093
H11 0.13778 0.67119 3.35141  0.057
H12 2.30927 1.01513 3.73332  0.103
H13 1.85910 2.58536 3.18481  0.076
H14 3.25665 1.89203 -0.62331  -0.142
H15 4.07461 3.40311 2.12629  0.109
H16 6.34777 -0.66235 2.76030  0.125
H17 7.42690 0.03410 1.62136  0.088
H18 5.30915 -1.62019 0.36597  0.095
H19 6.35828 -2.49485 1.42643  0.065
H20 7.32002 -0.87503 -0.95373  0.054
H21 7.12709 -2.59032 -0.84654  0.066
H22 9.72257 -1.87461 -0.63778  -0.178
H23 4.79407 1.56418 -1.77640  0.059
H24 6.15728 0.75601 -1.87282  0.071
H25 7.58578 2.09235 0.50789  0.109
H26 3.58908 -0.18483 0.65663  0.119
H27 4.12636 -1.69908 2.35354  0.042
H28 2.71081 -0.86549 2.92957  0.068
H29 4.24286 -0.39542 3.57252  0.105
C15 -1.67392 1.99018 -3.32066  -1.513
Cl1 -2.21795 2.27209 -4.98105  0.547
Cl2 -1.25690 3.51254 -2.53732  0.530
Cl3 -2.90122 1.12301 -2.40417  0.563
H30 -0.78480 1.37183 -3.35571  -0.015
C16 -5.11631 4.68679 -5.10919  -1.532
Cl4 -5.81491 4.76551 -6.72776  0.543
Cl5 -4.72136 6.28581 -4.49637  0.513
Cl6 -6.22001 3.85735 -4.00536  0.541
H31 -4.20543 4.10830 -5.16605  -0.051
C17 -0.18518 3.14972 5.88795  -1.514
Cl7 1.55279 3.39232 6.00732  0.568
Cl8 -0.80663 3.91153 4.42315  0.550
Cl9 -0.57140 1.42206 5.92507  0.566
H32 -0.66315 3.61415 6.73964  0.010
C18 -9.31629 5.67533 -5.57800  -1.565
Cl10 -9.55545 5.07149 -7.21717  0.496
Cl11 -9.40572 7.43625 -5.53181  0.529
Cl12 -10.48618 4.95629 -4.46924  0.525
H33 -8.32585 5.38153 -5.25602  -0.056
C19 -4.13251 2.07000 5.06886  -1.569
Cl13 -4.50641 2.47137 3.39554  0.535
Cl14 -4.12417 3.52070 6.07159  0.527
Cl15 -5.26583 0.86292 5.68446  0.537
H34 -3.14095 1.64065 5.09664  -0.055
C20 -3.02028 7.91715 -1.23412  -1.578
Cl16 -2.64314 6.22696 -1.55412  0.493
Cl17 -4.75557 8.14018 -1.00258  0.516
Cl18 -2.11649 8.52448 0.15389  0.537
H35 -2.71449 8.48150 -2.10002  -0.062
C21 -9.82433 0.99379 -8.08717  -1.543
Cl19 -9.95907 1.50005 -9.77055  0.531
Cl20 -9.54100 -0.74491 -7.96827  0.520
Cl21 -8.53836 1.88301 -7.27421  0.492
H36 -10.76069 1.21516 -7.59375  0.014
C22 -7.04886 -2.31462 7.12042  -1.558
Cl22 -6.54891 -2.98406 8.67545  0.528
Cl23 -6.82413 -3.49155 5.82777  0.522
Cl24 -8.71892 -1.75939 7.18474  0.538
H37 -6.41506 -1.46607 6.90383  -0.038
C23 -3.31820 -2.80971 -2.09039  -1.529
Cl25 -4.79965 -3.38841 -1.32970  0.501
Cl26 -1.96507 -2.83953 -0.96006  0.566
Cl27 -2.94620 -3.74638 -3.53827  0.524
H38 -3.46496 -1.78119 -2.38727  -0.030
C24 -6.60657 -3.97767 1.81090  -1.544
Cl28 -6.61725 -2.29865 2.34601  0.515
Cl29 -7.74367 -4.22321 0.48559  0.528
Cl30 -4.98006 -4.47602 1.34225  0.486
H39 -6.92097 -4.59661 2.64017  0.000
C25 5.07394 -5.83020 1.17725  -1.562
Cl31 6.71875 -5.49327 0.63122  0.555
Cl32 4.15849 -4.32835 1.32847  0.544
Cl33 4.25998 -6.95062 0.08571  0.538
H40 5.12982 -6.29054 2.15088  -0.060
C26 12.85053 -3.10950 -1.68798  -1.573
Cl34 12.12603 -4.51089 -0.89568  0.516
Cl35 14.33352 -3.55980 -2.52775  0.536
Cl36 11.70478 -2.35814 -2.80382  0.529
H41 13.10205 -2.38371 -0.92878  -0.041
C27 -5.00831 -5.62783 11.42209  -1.569
Cl37 -6.42512 -6.61796 11.76901  0.525
Cl38 -4.06771 -5.34228 12.88660  0.524
Cl39 -4.01301 -6.37064 10.17047  0.520
H42 -5.35081 -4.67113 11.05315  -0.019
C28 12.44668 -1.03972 2.83718  -1.530
Cl40 13.21727 -1.79579 4.23021  0.535
Cl41 12.12481 -2.24527 1.58067  0.520
Cl42 10.96990 -0.20693 3.31026  0.536
H43 13.13070 -0.30775 2.43097  0.013
C29 -5.69437 -1.37227 -6.53625  -1.541
Cl43 -5.72678 -0.94329 -8.24275  0.530
Cl44 -5.36759 -3.09666 -6.32444  0.538
Cl45 -4.50724 -0.40512 -5.66203  0.513
H44 -6.67070 -1.16288 -6.11970  0.003
C30 -5.07143 -6.58200 -7.38586  -1.576
Cl46 -4.88113 -7.94844 -6.28643  0.526
Cl47 -3.54984 -6.21103 -8.19667  0.521
Cl48 -6.34947 -6.89307 -8.55962  0.527
H45 -5.35976 -5.72045 -6.80084  -0.058
C31 3.36634 -5.59084 5.05673  -1.529
Cl49 5.04460 -5.30904 4.58730  0.552
Cl50 2.46278 -4.07759 5.06769  0.530
Cl51 2.61453 -6.76617 3.97671  0.540
H46 3.36086 -5.99736 6.05832  0.012
C32 -4.74017 10.46513 -5.31084  -1.530
Cl52 -3.91843 9.74878 -3.91606  0.537
Cl53 -5.29744 9.20874 -6.41018  0.524
Cl54 -6.07775 11.48269 -4.78442  0.540
H47 -4.02770 11.08606 -5.83550  0.012

Values from the calculation:
Lowest unoccupied orbital energy, eV: -0.1
Multiplicity: 1
HOMO level, Ha: -0.3358
Gap between HOMO and LUMO, eV: 9.073
E, eV: -741627.546
Total charge: 0


Record 2
Computed, not measured: a structure of composition C40H36ClN3O3PS3SbTi, with the ωB97M-V functional and the def2-TZVPD basis.

Last column: Mulliken spin population.
Cartesian coordinates (Å):
Ti1 0.21118 0.36906 0.43395  1.090
S1 -1.45891 2.28008 -3.04186  0.003
Sb1 -1.71175 2.85363 -0.84875  -0.004
S2 -2.14584 0.74185 0.37595  -0.012
S3 0.66954 2.63770 0.07267  -0.026
Cl1 2.80017 0.45400 -0.91247  0.000
C1 3.71619 -0.95058 -1.36422  -0.006
C2 4.47187 -0.84603 -2.52473  0.000
C3 5.23230 -1.91891 -2.95214  0.000
C4 5.23333 -3.09722 -2.21603  -0.001
C5 4.47373 -3.19207 -1.06757  0.000
C6 3.69406 -2.12129 -0.60709  0.003
P1 2.61979 -2.27421 0.87112  0.037
C7 3.75571 -1.79580 2.22574  -0.022
C8 5.11976 -1.56230 2.06918  0.001
C9 5.90042 -1.18800 3.15456  0.000
C10 5.33172 -1.06212 4.41309  0.000
C11 3.97350 -1.30186 4.58280  0.002
C12 3.19375 -1.65373 3.49463  0.010
C13 2.58625 -4.09078 1.07065  0.003
C14 1.65903 -4.78444 0.29084  0.000
C15 1.54485 -6.16022 0.39300  0.000
C16 2.34444 -6.86338 1.28533  0.001
C17 3.26478 -6.18170 2.06761  0.000
C18 3.39077 -4.80375 1.95919  0.002
H1 4.44236 0.07701 -3.08687  0.000
H2 5.81262 -1.83571 -3.86158  0.000
H3 5.81997 -3.94618 -2.54270  0.000
H4 4.46959 -4.11948 -0.51001  0.000
H5 5.57440 -1.66334 1.09119  0.000
H6 6.95700 -0.99714 3.01367  0.000
H7 5.94048 -0.76890 5.25907  0.000
H8 3.51484 -1.18831 5.55720  0.000
H9 2.12566 -1.79236 3.62282  -0.003
H10 1.03259 -4.23787 -0.40360  -0.003
H11 0.81965 -6.68182 -0.21914  0.000
H12 2.24763 -7.93846 1.37256  0.000
H13 3.88932 -6.72631 2.76539  0.000
H14 4.11029 -4.27699 2.57359  0.000
C19 -0.86780 -3.70763 7.29652  0.000
O1 -0.93270 -3.33260 5.94020  0.000
C20 -2.17395 -3.06565 5.41909  -0.001
C21 -3.36376 -3.13346 6.11755  0.000
C22 -4.56210 -2.82478 5.47890  0.000
C23 -4.56019 -2.45199 4.14853  0.000
C24 -3.36780 -2.38975 3.43716  0.001
C25 -2.16419 -2.68875 4.06617  -0.002
N1 -0.94259 -2.62641 3.41030  0.000
C26 -0.75132 -1.86430 2.22732  -0.014
N2 -0.97966 -2.60365 1.12186  -0.010
C27 -0.81279 -2.41387 -0.27799  -0.076
C28 -0.23207 -1.29760 -0.88100  0.024
C29 -0.10718 -1.33194 -2.27410  0.008
C30 -0.52835 -2.41337 -3.02328  -0.007
C31 -1.09523 -3.52470 -2.40619  0.019
C32 -1.24077 -3.52472 -1.03162  -0.012
O2 -1.76235 -4.58329 -0.31016  -0.001
C33 -2.29722 -5.66139 -1.03780  0.001
N3 -0.22072 -0.68993 2.21438  0.009
C34 -0.17994 0.22123 3.27213  -0.042
C35 -1.24134 0.43829 4.14444  0.017
C36 -1.16503 1.43643 5.10595  -0.001
C37 -0.04727 2.24663 5.17763  -0.001
C38 1.00525 2.07395 4.28617  -0.005
C39 0.93790 1.07201 3.33226  0.020
O3 1.88676 0.83248 2.38559  -0.008
C40 3.07480 1.60816 2.39683  0.005
H15 0.18248 -3.89200 7.51018  0.000
H16 -1.44122 -4.61994 7.48714  0.000
H17 -1.23449 -2.90861 7.94808  0.000
H18 -3.37220 -3.41432 7.16121  0.000
H19 -5.48898 -2.87317 6.03468  0.000
H20 -5.48492 -2.19752 3.64843  0.000
H21 -3.36621 -2.06712 2.40270  0.001
H22 -0.11787 -2.82475 3.95366  0.000
H23 -1.30543 -3.53301 1.34561  -0.002
H24 0.27930 -0.45522 -2.78445  0.004
H25 -0.43678 -2.39700 -4.10267  -0.001
H26 -1.42447 -4.36456 -3.00130  0.002
H27 -2.71083 -6.34982 -0.30323  0.000
H28 -1.52657 -6.17628 -1.62140  0.000
H29 -3.09057 -5.33122 -1.71420  0.000
H30 -2.14415 -0.14358 4.03308  -0.003
H31 -2.00205 1.59990 5.77173  0.000
H32 0.00251 3.04316 5.90897  0.000
H33 1.85823 2.73605 4.31266  0.000
H34 3.72540 1.16856 1.64706  0.000
H35 3.55064 1.54902 3.37908  0.002
H36 2.85447 2.64323 2.12696  -0.001

Values from the calculation:
Relative energy (zero: lowest compared OMol25 entry of this formula, charge and spin), kJ/mol: 102.3
Lowest unoccupied orbital energy (alpha / beta), eV: 2.0 / 2.0
Multiplicity: 2
HOMO level (alpha / beta), Ha: -0.1226 / -0.1223
Gap between HOMO and LUMO (alpha / beta), eV: 5.328 / 5.319
E, eV: -136650.958
<S²>: 0.76
Total charge: -1


Which value of E does entry 2 give?
-136650.958 eV